{
  "formula": "C7H8",
  "method": "ωB97M-V/def2-TZVPD",
  "charge": -1,
  "energy_ev": -7382.338,
  "homo_ha": [-0.0536, -0.0379],
  "spin_multiplicity": 2,
  "s_squared": 0.78,
  "e_above_lowest_kj_mol": 476.3,
  "species": ["C", "C", "C", "C", "C", "C", "C", "H", "H", "H", "H", "H", "H", "H", "H"],
  "positions_angstrom": [[-1.115, -1.919, -0.289], [-0.635, 0.570, -0.922], [-0.742, -0.433, 0.217], [0.097, -0.354, 1.294], [0.808, 1.002, 0.955], [1.654, 1.028, -0.197], [0.410, 1.504, -0.586], [-1.588, -2.049, -1.218], [-0.109, -2.362, -0.176], [-1.648, -2.242, 0.604], [-1.112, 0.417, -1.943], [0.630, -1.226, 1.683], [0.663, 1.862, 1.685], [2.490, 1.631, -0.325], [0.195, 2.572, -0.782]]
}